# 1
{
  "formula": "C4H10OSi2",
  "method": "ωB97M-V with the def2-TZVPD basis set",
  "energy_ha": -812.51030,
  "smiles": "C=C[Si](=O)C=C.[SiH4]",
  "total_charge": 0,
  "molar_mass_g_mol": 130.29,
  "relative_energy_kcal_mol": 64.6,
  "lumo_energy_ev": 0.141,
  "species": ["C", "C", "Si", "O", "C", "C", "H", "H", "H", "H", "H", "H", "Si", "H", "H", "H", "H"],
  "positions_angstrom": [[0.7166, -2.9068, -0.5894], [0.2356, -1.7709, -0.0129], [0.1153, -0.1519, -0.8697], [-0.5258, 0.2170, -2.1744], [1.2761, 1.2705, -0.1317], [2.4386, 1.4364, -0.7408], [0.9062, -3.8485, -0.1384], [1.1403, -2.8950, -1.5529], [-0.0766, -1.8523, 1.0949], [0.9226, 1.7589, 0.8020], [3.1512, 2.2414, -0.4452], [2.9166, 0.7924, -1.4735], [-2.7241, 1.2028, 1.2133], [-1.8219, 1.3535, 2.5003], [-4.0888, 1.1763, 1.3915], [-2.0018, 2.1339, 0.2710], [-2.5800, -0.1576, 0.8559]],
  "forces_ev_per_a": [[-0.210, 2.142, 0.816], [-0.210, -2.106, 1.438], [2.040, 1.484, 1.250], [-0.856, -0.212, -1.089], [-1.703, -2.157, 0.297], [1.505, 1.182, 0.829], [-0.326, -0.570, 0.993], [0.069, 0.281, -1.413], [0.451, 0.244, -1.776], [0.588, 0.279, -1.003], [-0.667, -0.519, 0.032], [-0.752, -0.060, -0.350], [3.557, 0.932, 1.068], [-1.159, -0.075, -0.897], [-2.241, 0.842, 0.399], [-0.755, -0.316, 0.091], [0.671, -1.371, -0.686]]
}

=====

# 2
{
  "formula": "C21H6F4N5O4S2W",
  "method": "ωB97M-V with the def2-TZVPD basis set",
  "energy_ha": -2640.09730,
  "total_charge": 3,
  "molar_mass_g_mol": 716.28,
  "relative_energy_kcal_mol": 49.4,
  "lumo_energy_ev": [-13.625, -13.624],
  "species": ["W", "S", "C", "C", "C", "C", "C", "C", "C", "C", "C", "N", "H", "H", "H", "H", "H", "H", "O", "S", "O", "O", "O", "F", "C", "C", "F", "C", "C", "C", "F", "C", "C", "C", "N", "C", "N", "F", "C", "C", "N", "C", "N"],
  "positions_angstrom": [[-0.4315, 1.3686, -0.0364], [-1.5865, -2.2640, 0.6417], [-2.6603, -1.9438, -0.6375], [-2.8185, -0.6133, -0.9547], [-1.9707, 0.1844, -0.1884], [-1.2217, -0.5572, 0.8311], [0.1427, 0.2995, 2.6008], [0.5823, 0.0433, 3.8746], [1.7985, 0.6139, 4.2344], [2.4973, 1.4011, 3.3220], [1.9740, 1.6132, 2.0670], [0.7937, 1.0545, 1.7106], [-3.0987, -2.7792, -1.1722], [-3.4216, -0.2563, -1.7794], [-0.0039, -0.5680, 4.5473], [2.1982, 0.4471, 5.2268], [3.4387, 1.8613, 3.5886], [2.4641, 2.2350, 1.3308], [-3.7570, 1.1305, 1.8901], [-2.6522, 1.8135, 2.4214], [-2.3943, 2.0874, 3.7700], [-1.6760, 2.3691, 1.4725], [-1.1094, -0.1334, 2.1728], [-1.4258, 0.1427, -3.7629], [-0.4005, -0.1423, -2.9941], [0.0309, -1.4132, -2.8849], [-0.5811, -2.3602, -3.5545], [1.1394, -1.8027, -2.0190], [1.7389, -0.7577, -1.2933], [1.2854, 0.6058, -1.3320], [2.3013, 1.4838, -1.1431], [0.1859, 0.9351, -2.2190], [-0.3699, 2.2600, -2.1611], [0.1626, 3.1707, -1.2056], [0.4695, 3.4557, -0.0985], [-1.5831, 2.6550, -2.8184], [-2.5544, 2.9698, -3.3437], [2.8064, -0.9474, -0.6046], [1.6521, -3.1076, -1.9679], [1.1438, -4.1641, -2.7601], [0.7257, -5.0607, -3.3535], [2.6866, -3.4969, -1.0817], [3.4993, -3.8328, -0.3362]],
  "forces_ev_per_a": [[-0.119, 0.371, 0.397], [0.071, 0.119, 0.036], [-0.014, -0.002, 0.080], [-0.020, 0.075, -0.112], [-0.314, -0.456, 0.051], [-0.029, -0.240, -0.262], [0.135, -0.003, 0.058], [-0.054, 0.000, -0.121], [0.032, 0.017, 0.007], [0.011, 0.002, 0.011], [-0.033, -0.019, -0.014], [-0.121, 0.105, -0.187], [-0.013, 0.017, -0.025], [0.001, -0.010, -0.006], [0.004, 0.000, 0.010], [-0.006, -0.004, 0.001], [0.001, 0.001, -0.002], [0.011, 0.001, 0.017], [-0.082, -0.064, -0.113], [0.091, 0.275, 0.129], [-0.075, 0.001, 0.093], [0.191, 0.031, -0.210], [0.126, -0.215, 0.082], [-0.005, -0.002, -0.016], [0.133, -0.013, -0.067], [0.001, 0.040, -0.005], [-0.001, 0.012, -0.004], [0.009, -0.013, -0.050], [0.003, 0.073, 0.022], [0.224, 0.019, 0.153], [-0.078, 0.026, -0.033], [-0.262, -0.046, -0.031], [-0.165, -0.015, 0.165], [0.347, -0.129, 0.146], [-0.009, 0.096, -0.132], [0.145, -0.134, -0.196], [-0.070, 0.049, 0.086], [0.010, -0.019, 0.020], [-0.115, 0.010, 0.049], [-0.070, 0.030, -0.036], [0.047, -0.037, -0.006], [0.061, 0.079, 0.021], [0.002, -0.028, -0.003]]
}